<P>
29
Properties=species:S:1:pos:R:3 method="wB97M-V/def2-TZVPD" homo_ev=-6.88 total_charge=-1 multiplicity=1 lumo_energy_ev=2.84
O -0.1573 -0.1936 0.1128
H 0.1707 0.2234 -0.7212
O -1.2983 2.2624 0.7308
H -0.4963 2.4394 0.2258
H -1.1693 1.3304 0.7958
O -3.5523 0.1954 0.1988
H -2.6833 0.5514 0.0348
H -3.5003 -0.7716 0.0728
O 0.9537 -2.1326 -1.4832
H 0.9307 -3.0246 -1.1632
H 0.6177 -1.3516 -1.0042
O -2.2333 -2.0116 -0.6252
H -1.9403 -2.6056 -1.2872
H -1.4663 -1.6596 -0.2302
O 1.0877 -2.0606 1.6338
H 0.4517 -2.2196 2.3378
H 0.7617 -1.3156 1.0928
O -0.9393 -0.2886 2.6208
H -0.1293 -0.0056 3.0128
H -0.6703 -0.2476 1.6168
O 2.1517 0.6764 -2.9292
H 2.1847 0.5644 -1.9832
H 1.2877 0.5384 -3.2802
O 1.0867 2.8514 -0.9292
H 1.6457 2.8854 -1.6562
H 1.6927 3.1434 -0.2482
O 1.7097 0.9634 1.3528
H 0.9797 0.4944 0.7858
H 2.5237 0.7694 0.9158

<Q>
29
Properties=species:S:1:pos:R:3 method="wB97M-V/def2-TZVPD" homo_ev=-6.14 total_charge=-1 multiplicity=1 lumo_energy_ev=3.12
O 1.0899 -1.4155 0.7352
H -1.2810 -1.9014 -0.6272
H 0.7173 -2.2562 2.6217
O -1.7193 -1.6887 -3.2474
H -1.4020 -0.8557 -3.6029
H 0.9011 -1.3835 -0.2561
O 2.9311 1.3279 1.6874
H -0.8942 -2.0570 -2.9022
H 2.1053 1.7345 1.3310
O 0.8749 1.3742 -2.4994
H -0.0378 0.2474 1.5327
H 1.5405 -2.2346 0.9457
O -0.7541 0.6988 1.9890
H 1.2708 -1.9611 -1.9684
H 1.7579 1.0705 -2.7440
O -2.8437 3.5159 0.8070
H -2.3673 2.9313 1.3882
H -2.4447 3.1215 0.0156
O -0.3318 2.4455 -0.3873
H 0.5049 2.2845 -0.8775
H -1.5187 -3.4179 -0.9641
O -1.6956 -2.7209 -0.3374
H 2.0162 -1.7341 2.8978
H -0.9083 1.5713 1.6339
O 1.3184 -2.1978 3.3806
H 2.2616 0.9274 2.2835
O 0.7817 -1.1452 -1.8487
H 0.6752 0.5180 -2.0214
H -0.7869 1.6933 -0.7936

Quick one: least stable of them? <Q>

<P>
29
Properties=species:S:1:pos:R:3 method="wB97M-V/def2-TZVPD" homo_ev=-6.20 total_charge=-1 multiplicity=1 lumo_energy_ev=2.70
O 2.8803 0.8268 2.7217
H 2.6284 0.3306 1.9069
H 1.7518 0.8559 -1.8434
O -1.0630 -3.3268 -1.5735
H -0.5006 -2.6026 -2.0348
H 0.9403 -1.2943 -0.7172
O -0.0264 2.1044 3.2445
H -1.2395 -3.0092 -0.6844
H -0.5558 1.3089 3.3531
O -0.1892 2.8746 -3.2345
H -0.7547 -1.4428 1.5841
H 1.9374 0.7778 2.8904
O -1.1178 -1.5877 0.7445
H 0.3509 0.9270 -0.7274
H 0.7562 2.9240 -3.1896
O 2.3819 -3.0536 -1.4822
H 1.3933 -3.1444 -1.3959
H 2.6162 -2.1197 -1.6329
O -0.9450 0.6036 -0.2897
H -1.6175 1.2268 -0.5280
H -2.9627 0.3742 2.4167
O -3.2391 1.2534 2.3203
H -2.8927 1.5778 1.4081
H -0.8404 -0.6443 0.2973
O 1.4402 1.1078 -1.0008
H -0.8155 2.7582 3.2641
O 0.4378 -1.0879 -1.5868
H -0.4675 1.8969 -3.0073
H -0.2874 -0.4154 -1.2233

<Q>
29
Properties=species:S:1:pos:R:3 method="wB97M-V/def2-TZVPD" homo_ev=-6.32 total_charge=-1 multiplicity=1 lumo_energy_ev=3.17
O -3.2739 1.7728 -0.4564
H -2.5687 2.3846 -0.2018
H -2.6779 1.1429 -0.9375
O 1.3959 0.8631 -2.2501
H 0.8626 1.3073 -2.9424
H 0.6450 0.8937 -1.5643
O 1.6083 -1.7841 -3.1919
H 1.4767 -0.8702 -3.1573
H 0.9016 -2.0388 -2.5770
O -1.4061 0.0508 0.7092
H -2.7062 -1.6737 2.7040
H -1.2282 1.4056 -2.3392
O -2.9259 -0.6881 2.7622
H 4.1984 0.4372 -1.6738
H -1.0757 0.7846 1.2143
O 2.1623 0.3114 1.8429
H 2.1298 -0.5963 2.0767
H 2.4605 0.2691 0.9287
O -0.3228 -2.2104 0.2436
H -0.9230 -2.3074 -0.4875
H -0.8546 -1.4260 0.5392
O 4.1455 0.4792 -0.7479
H 3.2644 0.2968 -0.4176
H -2.2843 -0.4570 2.0674
O -0.8327 1.2804 -1.5070
H -1.2539 0.4815 -0.2749
O -0.1316 0.0567 3.5533
H 0.2324 0.1681 2.7135
H -1.0177 -0.3340 3.3713

Quick one: least stable of them? <P>